# 1
Below is a molecular structure, C24H22Cl2PTb at a distorted geometry, with properties calculated with the ωB97M-V functional and the def2-TZVPD basis.

XYZ file:
```
50
Properties=species:S:1:pos:R:3:lowdin_spin:R:1
C -1.056 0.420 4.644 -0.016
C -0.794 1.091 3.409 -0.018
C -1.937 0.932 2.558 -0.011
H 0.103 1.662 3.173 0.000
C -2.905 0.143 3.272 -0.012
C -2.364 -0.159 4.563 -0.020
H -2.903 -0.669 5.370 0.000
H -0.410 0.436 5.526 0.000
H -2.065 1.355 1.559 0.001
H -3.907 -0.098 2.912 0.000
Tb -0.949 -1.341 2.783 6.153
Cl -2.401 -2.272 1.004 -0.021
P 0.129 -0.113 -0.418 -0.008
C -0.898 0.893 -1.571 -0.002
C -0.421 2.006 -2.288 -0.001
H 0.599 2.360 -2.140 0.000
C -1.248 2.661 -3.207 0.000
H -0.855 3.512 -3.772 0.000
C -2.561 2.222 -3.404 0.000
H -3.204 2.732 -4.124 0.000
C -3.053 1.124 -2.681 0.000
H -4.076 0.773 -2.843 0.000
C -2.233 0.475 -1.757 0.000
H -2.610 -0.368 -1.174 0.000
C 1.617 0.959 -0.330 0.000
C 1.571 2.025 0.593 0.000
H 0.674 2.176 1.197 0.000
C 2.654 2.893 0.720 0.000
H 2.613 3.711 1.446 0.000
C 3.789 2.720 -0.088 0.000
H 4.634 3.405 0.007 0.000
C 3.836 1.676 -1.016 0.000
H 4.707 1.546 -1.663 0.000
C 2.761 0.785 -1.126 0.000
H 2.813 -0.033 -1.845 0.000
C 0.717 -1.417 -1.574 0.000
C 0.547 -1.377 -2.968 0.000
H 0.005 -0.554 -3.435 0.000
C 1.084 -2.390 -3.772 0.000
H 0.965 -2.334 -4.858 0.000
C 1.769 -3.460 -3.189 0.000
H 2.184 -4.251 -3.816 0.000
C 1.923 -3.519 -1.795 0.000
H 2.461 -4.352 -1.336 0.000
C 1.392 -2.511 -0.991 0.000
H 1.498 -2.559 0.096 0.000
Cl -0.199 -3.964 3.587 -0.018
C -1.156 -2.905 4.573 -0.026
H -2.173 -3.301 4.651 0.000
H -0.663 -2.746 5.538 -0.001
```

## Properties
Expectation value of S²: 12.7314
Multiplicity: 7
Strongest force on any atom (eV/Å): 2.13
Frontier orbital gap (alpha / beta) (eV): 7.79 / 8.19



# 2
Below is C24H22FN3O4S in the gas phase, with properties calculated with the ωB97M-V functional and the def2-TZVPD basis.

XYZ file:
```
55
Properties=species:S:1:pos:R:3:nbo_charge:R:1
C 5.530 -1.140 -1.054 -0.252
O 4.644 -0.049 -1.102 -0.483
C 3.453 -0.158 -0.459 0.277
C 3.036 -1.252 0.280 -0.276
C 1.798 -1.260 0.902 -0.203
C 0.947 -0.168 0.792 -0.101
C -0.362 -0.186 1.407 0.094
N -1.052 0.937 1.784 -0.501
C -2.268 0.548 2.268 0.331
C -3.290 1.440 2.768 -0.103
C -3.116 2.824 2.820 -0.169
C -4.119 3.639 3.307 -0.280
C -5.298 3.063 3.743 0.399
F -6.276 3.859 4.219 -0.322
C -5.500 1.693 3.704 -0.275
C -4.493 0.888 3.216 -0.142
N -2.387 -0.760 2.210 -0.459
C -1.233 -1.227 1.691 -0.057
S -1.023 -2.943 1.369 0.236
C -2.358 -3.118 0.144 -0.613
C -2.199 -2.207 -1.065 0.667
O -3.157 -1.868 -1.727 -0.620
N -0.935 -1.837 -1.341 -0.629
C -0.618 -0.912 -2.403 -0.265
C 0.779 -1.110 -2.879 0.278
C 1.538 -2.233 -3.030 -0.314
C 2.800 -1.795 -3.504 -0.321
C 2.714 -0.443 -3.603 0.093
O 1.496 -0.019 -3.223 -0.409
C 1.360 0.941 0.041 -0.259
C 2.592 0.958 -0.582 0.276
O 3.073 1.980 -1.339 -0.484
C 2.223 3.060 -1.627 -0.252
H 5.854 -1.350 -0.029 0.177
H 5.080 -2.040 -1.486 0.178
H 6.391 -0.844 -1.650 0.202
H 3.673 -2.115 0.384 0.224
H 1.501 -2.115 1.487 0.228
H -0.689 1.875 1.751 0.418
H -2.197 3.279 2.482 0.198
H -3.997 4.710 3.353 0.231
H -6.434 1.280 4.051 0.233
H -4.611 -0.183 3.169 0.244
H -3.309 -2.903 0.631 0.257
H -2.345 -4.161 -0.175 0.247
H -0.186 -2.116 -0.720 0.424
H -0.728 0.127 -2.062 0.205
H -1.350 -1.076 -3.205 0.242
H 1.235 -3.242 -2.836 0.231
H 3.643 -2.408 -3.746 0.226
H 3.422 0.304 -3.900 0.211
H 0.690 1.779 -0.075 0.207
H 2.793 3.715 -2.285 0.204
H 1.949 3.615 -0.723 0.171
H 1.317 2.728 -2.145 0.183
```

## Properties
SMILES: COc1ccc(-c2[nH]c(-c3ccc(F)cc3)nc2SCC(=O)NCc2ccco2)cc1OC
Strongest force on any atom (eV/Å): 0.90
Frontier orbital gap (eV): 7.91



# 3
Below is a molecular structure, C24H22FeN5O9 at a distorted geometry, with properties calculated with the ωB97M-V functional and the def2-TZVPD basis.

XYZ file:
```
61
Properties=species:S:1:pos:R:3:nbo_charge:R:1
Fe -0.107 -0.168 0.629 1.568
C 3.312 -1.312 3.069 -0.251
O 2.452 -1.636 4.164 -0.530
C 1.492 -0.724 4.513 0.236
C 1.452 -0.314 5.837 -0.260
C 0.625 0.741 6.221 -0.275
C -0.117 1.438 5.291 -0.189
C -0.250 0.988 3.932 -0.211
C -1.153 1.695 3.061 0.090
N -1.166 1.533 1.747 -0.364
N -1.963 2.386 1.062 -0.445
C -2.038 1.942 -0.196 0.552
O -1.494 0.845 -0.565 -0.835
C -2.756 2.800 -1.145 -0.094
C -2.879 2.364 -2.485 -0.182
C -3.793 2.979 -3.352 -0.226
C -4.518 4.099 -2.950 -0.224
C -4.388 4.533 -1.629 -0.230
C -3.551 3.898 -0.745 -0.169
C 0.519 -0.156 3.559 0.355
O 0.562 -0.742 2.369 -0.854
H 4.002 -2.146 2.904 0.175
H 3.893 -0.358 3.308 0.161
H 2.723 -1.188 2.147 0.215
H 2.119 -0.879 6.534 0.207
H 0.519 0.925 7.289 0.197
H -0.672 2.326 5.541 0.196
H -1.839 2.453 3.506 0.167
H -2.132 1.707 -2.901 0.225
H -3.933 2.551 -4.345 0.203
H -5.161 4.650 -3.613 0.202
H -4.938 5.387 -1.301 0.200
H -3.430 4.258 0.264 0.235
C -3.806 -4.481 0.310 -0.278
O -3.118 -3.381 0.986 -0.512
C -2.460 -2.438 0.245 0.890
O -1.686 -1.708 0.837 -0.657
N -2.718 -2.446 -1.113 -0.496
N -2.134 -1.623 -2.057 -0.664
H -4.162 -5.054 1.194 0.209
H -3.030 -5.044 -0.310 0.198
H -4.690 -4.142 -0.257 0.174
H -3.535 -2.975 -1.472 0.379
H -2.303 -0.666 -1.811 0.386
H -1.107 -1.779 -1.961 0.392
O 1.698 0.486 -0.235 -0.746
C 1.650 -0.428 -1.162 0.724
O 0.693 -1.300 -1.172 -0.789
C 2.766 -0.496 -2.169 -0.030
C 3.848 0.440 -2.146 -0.184
C 5.006 0.254 -2.929 -0.205
C 5.096 -0.861 -3.699 0.014
C 4.033 -1.740 -3.851 -0.190
C 2.881 -1.557 -3.085 -0.203
N 6.358 -1.060 -4.420 0.519
O 6.316 -2.165 -5.059 -0.410
O 7.275 -0.250 -4.333 -0.354
H 3.784 1.388 -1.557 0.246
H 5.811 1.011 -2.853 0.246
H 4.101 -2.602 -4.516 0.247
H 2.037 -2.253 -3.122 0.244
```

## Properties
Charge: -1
ΔE to the lowest compared entry with this formula, charge and spin (kcal per mole): 0.0
Expectation value of S²: 6.0129
Multiplicity: 5
Strongest force on any atom (eV/Å): 3.54
Frontier orbital gap (alpha / beta) (eV): 5.10 / 5.03



# 4
Below is 2 unconnected molecules or ions with the total composition C24H22N2O3 at a distorted geometry, with properties calculated with the ωB97M-V functional and the def2-TZVPD basis.

XYZ file:
```
51
Properties=species:S:1:pos:R:3:nbo_charge:R:1
C -1.128 2.513 -0.203 -0.277
N -1.931 1.754 -1.083 0.467
O -1.624 1.740 -2.294 -0.552
O -2.915 1.128 -0.645 -0.565
C -1.354 2.677 1.166 -0.080
C -2.392 2.007 1.847 -0.205
C -2.652 2.251 3.169 -0.224
C -1.876 3.152 3.875 -0.279
C -0.820 3.792 3.250 -0.215
C -0.554 3.562 1.925 -0.237
H -0.307 3.024 -0.666 0.191
H -2.992 1.306 1.297 0.237
H -3.462 1.737 3.658 0.197
H -2.097 3.349 4.911 0.196
H -0.202 4.466 3.818 0.198
H 0.275 4.059 1.453 0.193
C 4.395 -0.177 3.843 -0.256
O 3.257 -0.965 4.093 -0.470
C 2.321 -0.962 3.061 0.374
C 2.467 -0.264 1.850 -0.336
C 1.524 -0.366 0.867 -0.049
C 0.375 -1.175 1.022 -0.190
C -0.541 -1.373 -0.043 0.098
C -0.188 -1.298 -1.412 -0.092
C -1.091 -1.375 -2.537 -0.085
C -2.483 -1.304 -2.623 -0.150
C -3.072 -1.420 -3.858 -0.184
C -2.305 -1.620 -5.011 -0.190
C -0.933 -1.676 -4.946 -0.258
C -0.316 -1.540 -3.699 0.196
N 1.033 -1.528 -3.304 -0.303
C 2.179 -1.810 -4.166 -0.409
C 1.104 -1.370 -1.946 0.106
C 0.200 -1.816 2.268 -0.099
C 1.150 -1.717 3.246 -0.265
H 5.083 -0.280 4.682 0.209
H 4.895 -0.511 2.933 0.176
H 4.099 0.867 3.743 0.186
H 3.327 0.363 1.690 0.231
H 1.632 0.209 -0.037 0.220
H -1.534 -1.714 0.195 0.233
H -3.058 -1.102 -1.736 0.251
H -4.141 -1.329 -3.942 0.221
H -2.796 -1.726 -5.964 0.220
H -0.341 -1.815 -5.832 0.213
H 1.860 -1.934 -5.200 0.230
H 2.903 -0.997 -4.114 0.223
H 2.667 -2.726 -3.834 0.216
H 2.019 -1.430 -1.383 0.230
H -0.681 -2.411 2.430 0.224
H 1.021 -2.225 4.185 0.237
```

## Properties
ΔE to the lowest compared entry with this formula, charge and spin (kcal per mole): 182.5
Strongest force on any atom (eV/Å): 3.42
Frontier orbital gap (eV): 3.24



> Look up the strongest force on any atom of the fourth one.

3.42 eV/Å



> Among the records above, which one has the highest strongest force on any atom?

C24H22FeN5O9